1.
{"formula": "C11H11Br", "method": "ωB97M-V with the def2-TZVPD basis set", "orbital_gap_ev": 9.096, "e_homo_ev": -8.651, "total_energy_ev": -81623.5722, "smiles": "C/C=C(\\Br)c1ccccc1.C#C", "total_charge": 0, "species": ["H", "H", "C", "Br", "C", "H", "C", "C", "C", "H", "H", "H", "C", "H", "C", "H", "H", "H", "C", "C", "C", "H", "C"], "coordinates": [[-2.6726, -1.6020, 2.1686], [-2.4176, -2.5292, -0.6934], [-0.7200, -0.6555, 2.6141], [-2.4433, 1.1275, 0.1961], [-2.4567, -1.7214, -1.3758], [-0.4018, 2.3760, -0.7262], [2.9409, 1.6689, -0.1218], [-1.8026, -1.1231, 2.1665], [1.8283, 2.4006, -0.3934], [-0.1875, -1.5820, -1.6304], [2.1129, 3.3915, -0.5268], [-3.3305, -1.1545, -1.1365], [0.4005, 0.4859, -0.1848], [1.3149, -1.2936, 0.4072], [0.5896, 1.8407, -0.4652], [0.1850, -0.2760, 2.7426], [3.6132, -0.2474, 0.5630], [-2.6165, -2.1691, -2.3691], [1.5023, -0.2869, 0.1615], [2.7909, 0.3245, 0.2574], [-1.1424, -1.0966, -1.1908], [3.8493, 2.2088, -0.1214], [-0.9363, -0.0872, -0.3413]], "atomic_forces_ev_per_a": [[-3.224, -1.543, -0.459], [-0.366, -1.294, 0.766], [-8.080, -3.690, -2.738], [0.811, -0.960, -0.442], [-0.049, -0.904, -1.493], [2.210, -0.376, 0.443], [-0.340, -2.355, 1.180], [8.070, 3.283, 3.310], [0.051, -0.118, -0.352], [-1.795, 0.742, 0.786], [-0.693, 1.990, -0.616], [-0.196, 0.760, 0.191], [0.560, 0.803, 0.116], [0.177, -1.159, 0.346], [-2.925, 0.493, -0.241], [3.363, 1.543, 0.631], [1.069, -0.779, 0.332], [0.225, 0.219, 0.228], [1.153, 1.836, 0.189], [-1.927, 0.443, -1.164], [1.257, 0.324, 0.331], [1.107, -0.009, 0.194], [-0.458, 0.751, -1.535]]}

2.
{"formula": "C5H9N2O", "method": "ωB97M-V with the def2-TZVPD basis set", "orbital_gap_ev": 10.822, "e_homo_ev": -14.486, "total_energy_ev": -10347.8809, "smiles": "C1=N[C@@H]1[C@@H]1[NH2+]CCO1", "total_charge": 1, "species": ["C", "N", "H", "H", "H", "H", "H", "C", "C", "H", "N", "O", "H", "H", "H", "C", "C"], "coordinates": [[1.7530, 0.2366, 0.2251], [-3.1282, -0.3783, 0.1357], [2.5697, 0.5910, -0.4287], [-0.4792, -0.7143, 1.2103], [1.4303, -1.7666, 0.9583], [-1.5275, -0.3364, -1.5206], [2.2307, 0.4282, 1.1996], [1.5463, -1.3053, -0.0890], [-1.7977, -0.1223, -0.4395], [0.3205, 1.2690, -0.9263], [0.5216, 0.9297, 0.0814], [0.2071, -1.3248, -0.5464], [-2.9394, 1.8810, 0.1694], [0.3129, 1.8424, 0.6368], [2.2370, -1.6564, -0.9061], [-2.7934, 0.8519, 0.0472], [-0.4638, -0.4254, 0.1929]], "atomic_forces_ev_per_a": [[4.533, -0.172, -0.087], [-0.221, 1.876, 0.481], [-0.772, 0.246, -0.180], [0.109, 0.250, 1.544], [1.418, -0.256, -1.750], [-1.435, 0.396, 0.761], [-0.779, -0.345, -0.013], [-0.657, 0.914, 1.896], [1.675, 0.591, -1.819], [0.630, -0.898, 1.710], [-2.971, 1.393, -1.793], [0.071, 0.492, -1.166], [-0.992, 1.057, 0.374], [0.618, -2.466, -0.442], [-0.750, -0.143, 1.449], [1.371, -3.725, -0.715], [-1.848, 0.790, -0.249]]}

3.
{"formula": "C5H7ClN5S", "method": "ωB97M-V with the def2-TZVPD basis set", "orbital_gap_ev": 9.140, "e_homo_ev": -13.356, "total_energy_ev": -36098.4688, "smiles": "N[C@@]12[NH+]=CN[C@@H]1N=C(Cl)N=C2S", "total_charge": 1, "species": ["C", "H", "N", "N", "H", "Cl", "N", "H", "N", "H", "H", "C", "C", "H", "H", "N", "C", "S", "C"], "coordinates": [[0.3136, -0.6626, 2.1562], [-1.9993, 0.5702, -1.5681], [0.2678, 2.1658, 0.3029], [0.1339, 0.5422, 1.8832], [2.0582, 2.1726, -0.9461], [1.0266, -1.2251, 3.6109], [0.1841, -1.7153, 1.3006], [-0.5392, -3.8326, -0.3863], [0.9883, 0.5075, -1.0626], [0.4820, 2.6605, 1.1101], [-1.1711, -0.6474, -2.2950], [-0.4927, 0.8479, 0.6532], [-0.1822, -1.6078, 0.0781], [-1.4663, 1.2412, 0.8471], [1.3036, 0.3451, -2.0235], [-1.3969, -0.2354, -1.4068], [-0.2796, -0.1028, -0.5539], [-0.3711, -2.7569, -1.1225], [1.1403, 1.7329, -0.5776]], "atomic_forces_ev_per_a": [[1.367, -0.918, -0.218], [0.429, 0.060, 0.181], [-0.373, -3.871, -2.831], [-0.668, 0.481, 1.088], [-0.219, 1.039, 0.283], [-0.127, 0.636, 0.250], [-1.586, -2.503, -1.424], [0.196, -0.597, 0.634], [-1.243, 0.013, -0.501], [0.715, 1.603, 1.504], [-0.124, -0.286, -0.245], [0.624, 2.048, 0.127], [2.232, 3.398, 1.249], [-1.191, -0.623, -0.134], [0.189, -0.299, 0.597], [-0.602, 1.566, -0.683], [-0.751, -0.889, 1.631], [-0.180, -0.873, -1.083], [1.312, 0.013, -0.425]]}

4.
{"formula": "C7H16N4", "method": "ωB97M-V with the def2-TZVPD basis set", "orbital_gap_ev": 10.079, "e_homo_ev": -17.441, "total_energy_ev": -13460.8620, "smiles": "CC(C)N(CCC#[NH+])C(N)=[NH2+]", "total_charge": 2, "species": ["C", "H", "N", "N", "H", "C", "H", "N", "H", "C", "H", "H", "H", "C", "H", "H", "H", "C", "N", "H", "H", "H", "C", "H", "C", "H", "H"], "coordinates": [[1.0292, 0.8550, 1.1510], [-1.8187, 2.3731, -1.5942], [0.6304, 2.0124, 1.8390], [0.8049, -4.1852, -1.3153], [-3.0855, 0.3760, -0.4042], [-1.1543, 1.0316, -0.0687], [-1.8926, -0.9310, -0.3104], [0.0598, 0.2233, 0.3118], [-1.5267, 1.3262, 0.8835], [0.5773, -0.7311, -0.6260], [-0.6944, -2.3133, 0.3689], [-0.0646, 2.2817, -1.4372], [1.3003, 2.5662, 2.4268], [-2.1120, 0.0597, -0.7154], [-0.7875, 3.1171, -0.2110], [0.8384, -5.0706, -1.8416], [0.9041, -2.2547, 1.0572], [0.2961, -2.2183, 0.0725], [2.2813, 0.4407, 1.3183], [2.7102, -0.2979, 0.8183], [2.8794, 0.9824, 2.0023], [-2.0708, 0.1322, -1.7408], [0.6879, -3.2714, -0.6396], [-0.0203, -0.4942, -1.4931], [-0.9669, 2.3176, -0.9001], [1.5750, -0.4977, -0.8871], [-0.3801, 2.1703, 1.9352]], "atomic_forces_ev_per_a": [[-2.514, 1.851, 0.251], [0.352, 0.656, 0.474], [0.869, -1.910, -0.757], [0.267, -0.360, 0.040], [-0.807, -0.152, 0.023], [0.401, -0.205, -0.215], [-0.694, 0.056, -0.432], [3.206, 2.514, 2.132], [-0.799, -0.029, 0.681], [-1.925, -0.704, 1.173], [-2.000, -0.171, 0.331], [1.169, -0.269, -1.227], [-1.113, -0.986, -0.833], [0.087, 0.064, 2.629], [-0.654, 0.927, -0.008], [0.179, 0.671, 0.329], [-0.835, 0.228, -1.314], [2.991, 5.253, 2.704], [0.059, 1.645, 1.483], [0.319, -0.488, -0.423], [-0.897, -1.140, -1.234], [0.138, -0.281, -2.416], [0.224, -4.383, -3.413], [-0.013, -1.122, -0.633], [-0.328, -1.337, 0.743], [1.266, -0.496, -0.172], [1.051, 0.165, 0.084]]}

5.
{"formula": "C3H8OS", "method": "ωB97M-V with the def2-TZVPD basis set", "orbital_gap_ev": [6.735, 1.763], "s2": 0.753, "spin_multiplicity": 2, "e_homo_ev": [-11.384, -11.384], "total_energy_ev": -16112.5824, "total_charge": 1, "species": ["H", "C", "C", "H", "H", "C", "H", "S", "O", "H", "H", "H", "H"], "coordinates": [[0.6260, 2.2168, -3.0718], [0.6867, 2.5611, -2.0314], [-1.8263, -2.0227, 1.7374], [0.4947, 1.7284, -1.3700], [-0.6364, -3.1423, 0.3097], [-0.7791, -2.6901, 1.2831], [-0.0789, 3.3530, -2.0516], [2.1834, 3.5251, -1.8357], [0.3634, -2.7339, 2.0581], [-1.8352, -1.6209, 2.7319], [-2.7402, -1.9403, 1.1667], [2.3786, 3.3088, -0.5102], [1.1633, -2.5429, 1.5838]], "atomic_forces_ev_per_a": [[0.428, -0.008, 0.059], [0.041, 0.513, -1.235], [-0.493, -0.486, -0.487], [0.161, 0.234, 0.535], [-0.504, -0.061, -0.108], [1.136, 0.958, 0.112], [-0.254, -0.121, 0.530], [-0.430, -0.652, 0.225], [-0.636, -0.300, 0.887], [0.188, 0.213, 0.255], [0.020, -0.204, -0.057], [0.039, 0.040, -0.102], [0.305, -0.124, -0.614]]}

6.
{"formula": "HNO2S2", "method": "ωB97M-V with the def2-TZVPD basis set", "orbital_gap_ev": [7.363, 7.840], "e_homo_ev": [-9.219, -9.149], "total_energy_ev": -27267.3546, "total_charge": 0, "species": ["N", "O", "H", "S", "O", "S"], "coordinates": [[-3.1403, 0.3636, -0.1721], [-4.1182, -0.0454, 0.3959], [0.3700, 0.3271, -0.5523], [0.1939, -1.0254, -0.9774], [-2.7168, 1.3720, -0.5940], [-1.3704, -1.3782, 0.2152]], "atomic_forces_ev_per_a": [[-0.012, -2.316, 0.735], [0.734, 1.288, -0.739], [0.208, -1.641, -0.563], [-0.528, 1.907, 0.787], [-0.515, 0.726, -0.032], [0.113, 0.035, -0.189]]}

7.
{"formula": "C18H23NO2", "method": "ωB97M-V with the def2-TZVPD basis set", "orbital_gap_ev": 8.896, "e_homo_ev": -8.363, "total_energy_ev": -24619.9167, "smiles": "C#CCCN1CC[C@]2(O)c3cc(O)ccc3C[C@H]1C2(C)C", "total_charge": 0, "species": ["H", "C", "C", "H", "H", "H", "H", "C", "C", "C", "C", "C", "C", "O", "H", "H", "C", "C", "H", "H", "C", "H", "H", "H", "O", "C", "C", "C", "H", "H", "C", "C", "N", "H", "C", "H", "H", "H", "H", "H", "H", "H", "H", "C"], "coordinates": [[-2.4143, -1.9635, -0.3780], [3.2576, -0.5477, -0.5917], [4.1942, 0.4237, -0.3774], [-2.0192, 0.6951, -0.6160], [-3.7891, 0.3155, 0.5208], [3.4616, -1.5754, -0.8490], [2.2932, 3.0192, 0.0825], [-0.3534, -0.5151, -2.6110], [-1.0752, 0.3368, -0.2955], [-4.1071, 3.0418, 2.3241], [-0.2313, -0.9517, 1.7552], [0.0039, 1.4586, -0.1478], [-2.1083, 0.5341, 1.8832], [5.4450, 0.1237, -0.6932], [-1.3343, -2.8332, -1.5993], [0.1546, -2.9538, 0.9347], [-0.5837, -0.8892, -1.1653], [1.4864, 1.0676, -0.2114], [-1.4307, -0.3653, -3.1514], [-4.3368, 4.1242, 2.4769], [-3.5023, 0.5636, 1.5952], [0.0868, -1.3585, -3.0407], [-0.7384, -1.5144, 2.5492], [-3.9141, -0.2656, 2.2060], [1.3389, -2.4360, -1.2799], [-1.7543, -1.9145, -1.2626], [0.7927, -1.3654, -0.5337], [3.8852, 1.7822, -0.2582], [0.4142, -0.1932, 2.1583], [1.5717, -2.0440, 1.2410], [2.4856, 2.0515, -0.1670], [-3.9351, 1.9267, 1.9987], [-1.3149, -0.3627, 1.0280], [1.8517, -2.1389, -2.0704], [0.5590, -1.8930, 0.8848], [0.0765, 0.4300, -2.7688], [-2.0631, 0.1538, 2.8736], [5.4631, -0.3996, -1.4935], [-2.4848, -1.6569, -2.0791], [4.5620, 2.5728, -0.2428], [-1.6933, 1.4850, 2.0325], [-0.0607, 2.0689, 0.7747], [-0.0886, 2.2023, -0.9361], [1.9491, -0.2396, -0.4995]], "atomic_forces_ev_per_a": [[0.933, -0.465, -0.108], [-0.666, -0.760, 0.302], [-0.175, 1.714, -1.771], [-0.787, 0.512, -0.490], [0.415, 0.596, 1.220], [0.731, -0.092, 0.183], [-1.148, 2.760, 0.296], [-4.116, 0.917, -0.537], [3.139, -2.482, 2.019], [-1.042, 4.626, 0.714], [-0.278, -0.360, -0.467], [0.659, 0.292, -0.065], [3.536, -2.204, 0.251], [3.092, -0.329, 0.123], [0.134, -1.174, 0.236], [-0.028, 1.344, -0.705], [-0.767, 1.751, -0.196], [1.053, -0.433, -0.830], [2.493, -0.463, 1.173], [0.429, -1.834, -0.039], [-3.732, 0.049, -1.240], [1.000, -0.883, -1.359], [0.562, 0.160, 0.170], [-0.637, 0.735, -0.459], [0.380, -0.812, -0.875], [-0.798, 0.739, 0.084], [0.397, 0.439, -0.747], [-3.846, -2.334, 0.580], [0.614, 0.501, 0.630], [0.210, 0.119, 0.625], [1.687, -2.431, 0.327], [-0.172, -3.535, -0.978], [-2.078, 2.048, -0.508], [-0.860, -0.013, 1.055], [0.630, -1.627, -0.181], [1.444, 0.960, -0.234], [0.448, -0.598, 1.113], [0.085, -0.305, -0.006], [0.919, 0.210, 0.605], [1.271, 0.862, 0.060], [0.877, 1.703, -0.482], [-0.612, -0.512, -0.240], [-0.394, 0.058, -0.261], [-5.000, 0.550, 1.011]]}

8.
{"formula": "C3H3NS2", "method": "ωB97M-V with the def2-TZVPD basis set", "orbital_gap_ev": 7.861, "e_homo_ev": -9.367, "total_energy_ev": -26316.6985, "total_charge": 0, "species": ["H", "C", "S", "C", "C", "H", "H", "N", "S"], "coordinates": [[-0.6965, -0.6840, -1.4213], [1.4070, -0.6515, -0.0611], [2.3135, 0.6572, 1.9688], [1.0535, 0.3674, 0.9281], [-1.2288, 0.1919, -0.4184], [-1.8231, 1.0414, -1.0921], [-1.8858, -0.5667, 0.1163], [1.2021, -1.6714, -0.6280], [-0.3421, 1.3156, 0.6076]], "atomic_forces_ev_per_a": [[-1.022, 3.323, 3.336], [-2.471, -3.305, -0.656], [-1.339, 0.148, -0.155], [3.296, 0.308, -0.196], [-2.037, -1.204, -5.000], [0.838, -2.735, 1.714], [0.600, 1.490, -0.482], [1.481, 2.905, 1.216], [0.656, -0.931, 0.223]]}